Here is a 2-piece molecular cluster, C3H7N3 overall at a distorted geometry from the Open Molecules 2025 dataset. Energies are from ωB97M-V/def2-TZVPD.

XYZ file:
```
13
Properties=species:S:1:pos:R:3:forces:R:3
C -1.69888 -0.15799 0.24379 2.140 -3.634 3.009
C -0.67288 0.85239 0.40472 0.627 1.210 -0.192
C -0.43021 -0.27240 -0.59318 -1.299 1.485 -2.511
N 2.24789 0.07885 -0.11975 -0.102 1.315 1.220
N 2.22221 1.08828 0.46830 0.418 -1.380 -1.093
N 0.51166 -1.21545 -0.46120 1.201 -3.231 1.942
H -1.69085 -1.01330 1.09468 -0.512 2.178 -2.092
H -2.55731 0.04274 -0.26425 -2.375 0.378 -1.056
H -0.80696 1.81699 -0.07566 -0.068 -0.009 0.304
H -0.04557 0.85768 1.27596 -0.093 0.035 0.204
H -0.48542 -0.00279 -1.70928 -0.386 0.131 1.780
H 3.01793 -0.28502 -0.71516 0.041 0.066 0.013
H 0.38839 -1.78999 0.45103 0.408 1.455 -1.529
```
Positions in Å, forces in eV/Å.

Properties
orbital gap (spin up / spin down)	8.26 / 8.57	eV
relative energy (zero: lowest compared OMol25 entry of this formula, charge and spin)	121.7	kcal/mol
E_tot	-282.580236	hartree
E_HOMO (spin up / spin down)	-0.2869 / -0.2918	Ha

Results of the natural (NBO) charge analysis, in e, for atoms 1 through 2: C -0.402; C -0.421

=====

Here is a 23-piece molecular cluster, ClH44O26 overall at a distorted geometry from the Open Molecules 2025 dataset. Energies are from ωB97M-V/def2-TZVPD.

XYZ file:
```
71
Properties=species:S:1:pos:R:3:forces:R:3
Cl 0.14076 0.26161 -0.17783 0.217 -2.005 0.584
O 0.99276 1.48861 0.04217 -1.915 -2.192 -0.825
O -1.31624 0.55961 0.01017 2.837 0.126 -0.327
O 0.37376 -0.26239 -1.52483 -0.433 1.171 1.856
O 0.48576 -0.80339 0.85917 -0.498 2.671 -2.201
O -3.41524 -1.03039 0.39017 -1.149 -1.935 -0.683
H -2.89224 -1.62439 0.94717 -0.102 0.741 -0.186
H -3.24224 -0.13639 0.61117 0.375 0.932 0.705
O -1.00424 0.16461 2.89817 -1.540 -0.791 1.919
H -0.69324 0.99561 3.21017 0.538 1.206 0.157
H -0.58424 -0.00539 2.07917 1.019 -0.252 -1.482
O -1.76224 -2.25139 2.14517 0.104 -1.613 -0.500
H -2.35324 -2.85039 2.59217 -0.268 -0.698 0.152
H -1.88424 -1.45539 2.62717 0.188 1.917 0.797
O 1.31876 -2.93739 -2.30183 -0.018 -1.986 -0.613
H 1.80776 -2.18639 -2.56683 1.170 1.521 -0.564
H 0.67476 -2.61239 -1.69383 -1.124 0.550 0.732
O 2.96776 -1.37739 2.13517 -0.035 -1.701 0.734
H 3.03176 -0.48939 1.87817 0.040 1.958 -0.626
H 2.11876 -1.40539 2.60517 0.433 -0.261 0.028
O -1.19724 1.58261 -3.60383 -2.010 -0.007 -1.075
H -1.88524 1.16961 -4.19983 1.293 0.857 0.711
H -0.38424 1.17061 -3.85483 0.916 -0.549 -0.242
O -3.75624 2.22561 -1.01783 1.050 0.796 -1.199
H -4.58024 2.27061 -1.48183 -0.627 -0.189 0.049
H -3.84224 1.94261 -0.12383 -0.727 -0.660 1.368
O 2.33276 -0.59239 -3.56083 -0.270 -0.046 -1.360
H 2.68276 -0.29139 -2.73283 0.289 0.022 1.069
H 1.69976 0.08561 -3.82583 0.151 -0.115 0.118
O -0.73724 -1.84539 -4.05383 0.626 0.623 0.612
H -1.27224 -1.46739 -3.32083 -0.143 -0.401 -0.346
H 0.14076 -1.92839 -3.61683 -0.691 -0.337 -0.608
O -2.48224 -0.52639 -2.30083 -0.541 -1.648 0.937
H -2.23324 0.18361 -2.84083 0.466 1.577 -0.918
H -1.95324 -0.34539 -1.50883 -0.615 -0.298 0.072
O 2.30776 -3.61839 0.10917 -0.503 -0.073 1.125
H 2.05176 -3.41339 -0.77883 0.187 -0.056 -1.546
H 1.45076 -3.49639 0.57217 1.247 -0.112 0.263
O -1.19424 2.95461 1.49517 -0.124 0.185 -0.111
H -0.91324 2.55161 0.63117 -0.462 0.591 0.342
H -1.79824 3.68761 1.28217 0.579 -0.271 -0.253
O 1.56876 2.43061 -2.49983 1.368 0.640 -1.469
H 1.06776 2.02661 -1.81883 -0.703 -0.474 1.303
H 2.47276 2.42561 -2.14683 -0.485 0.033 -0.202
O 0.88376 -1.57339 4.03617 1.199 -0.720 -0.005
H 0.43476 -1.94239 4.77817 -0.313 -0.595 0.777
H 0.30376 -0.90139 3.72617 -1.042 1.316 -0.608
O -1.17924 3.12061 -1.21183 0.580 0.460 0.098
H -2.07324 2.83761 -1.00183 -0.556 -0.097 -0.387
H -0.99224 2.63361 -2.02583 -0.107 0.132 -0.124
O -0.78424 -2.86039 -0.62183 0.011 1.190 -1.641
H -1.13024 -2.54339 0.18217 -0.716 1.258 1.570
H -0.66424 -3.75339 -0.43683 0.391 -2.664 -0.090
O 3.16476 -1.02239 -0.90883 0.385 0.473 -1.020
H 2.83276 -1.60539 -0.21183 0.112 0.070 0.528
H 3.33276 -0.12339 -0.59283 -0.109 -0.655 0.677
O 0.54276 -3.92539 2.08517 -0.170 -0.305 0.260
H 0.09076 -3.08939 2.17317 -0.010 0.956 0.684
H -0.04924 -4.32539 1.45717 -0.218 -0.931 -0.304
O -3.44624 1.50261 1.70317 -0.535 -0.424 -0.751
H -3.89724 1.98461 2.37517 -0.718 0.367 0.788
H -2.58824 1.93461 1.65317 0.973 0.033 0.119
O 1.41276 4.08361 0.83117 0.314 1.541 -0.486
H 1.17076 4.93861 0.41117 0.393 -0.879 0.309
H 0.55676 3.66961 0.94817 -0.258 -0.365 0.277
O 1.53176 1.55261 2.55217 1.728 1.007 1.248
H 2.34776 2.10561 2.63417 -1.084 -0.430 0.682
H 1.61876 1.45561 1.60917 -0.573 -0.458 -0.981
O 3.82276 1.27761 0.64817 1.121 -0.235 1.417
H 4.47576 1.21461 1.40017 -0.910 0.065 -1.324
H 3.96976 2.12961 0.24017 -0.002 0.444 -0.010
```
Positions in Å, forces in eV/Å.

Properties
orbital gap	9.16	eV
relative energy (zero: lowest compared OMol25 entry of this formula, charge and spin)	0.0	kcal/mol
charge	-1
E_tot	-2442.650856	hartree
E_HOMO	-0.2596	Ha

Results of the Löwdin charge analysis, in e, for atoms 1 through 2: Cl 0.903; O -0.365

=====

Here is one molecule with the formula C14H18O5S from the Open Molecules 2025 dataset. Energies are from ωB97M-V/def2-TZVPD.

XYZ file:
```
38
Properties=species:S:1:pos:R:3:forces:R:3
C 5.39572 0.17591 -0.15797 -0.156 0.092 -0.127
C 4.26085 1.11287 -0.55260 -0.115 -0.170 0.366
C 3.34170 1.40463 0.63676 0.204 0.379 -0.380
O 2.69876 0.24674 1.12880 -0.108 -0.266 0.110
C 1.63780 -0.27626 0.46041 -0.196 -0.133 -0.061
C 1.02680 0.27374 -0.66113 0.331 0.208 0.111
C -0.07867 -0.34318 -1.21883 -0.012 -0.335 0.053
C -0.59450 -1.51422 -0.68654 0.173 0.098 -0.180
C -1.81607 -2.15041 -1.25985 -0.542 0.037 0.289
S -3.16703 -2.31206 -0.02660 -0.070 -0.006 -0.116
C -3.43282 -0.59067 0.52398 0.049 -0.414 -0.304
C -3.81497 0.34790 -0.61024 0.062 0.127 0.296
C -4.33623 1.65303 -0.05017 -0.005 -0.100 0.084
O -4.81184 1.80005 1.04178 -0.079 -0.051 0.201
O -4.22877 2.64394 -0.93732 0.129 0.406 -0.571
C -2.24545 -0.05035 1.29305 0.068 0.410 0.013
O -1.65091 0.95286 1.00061 -0.067 0.157 0.028
O -1.95638 -0.78967 2.35976 -0.108 -0.418 0.571
C 0.03265 -2.07417 0.42316 0.127 0.097 -0.115
C 1.12917 -1.46581 0.98985 0.122 0.085 0.009
H 4.99143 -0.74755 0.24961 0.038 -0.105 0.034
H 6.02681 0.63790 0.59796 0.109 0.007 0.091
H 6.00968 -0.06511 -1.02221 0.105 -0.063 -0.023
H 3.68030 0.65728 -1.35709 -0.018 0.110 -0.055
H 4.66338 2.06014 -0.91617 -0.064 0.042 -0.053
H 3.93822 1.76209 1.48129 -0.089 0.032 -0.101
H 2.60566 2.17690 0.38247 0.030 -0.070 0.091
H 1.38386 1.19035 -1.10187 0.078 0.090 -0.004
H -0.54429 0.10553 -2.08513 -0.078 0.050 -0.070
H -1.63062 -3.18538 -1.55135 -0.060 0.017 -0.092
H -2.19942 -1.60168 -2.11948 0.137 -0.064 -0.079
H -4.26253 -0.68509 1.23168 0.091 0.039 -0.058
H -4.59983 -0.10188 -1.22255 0.044 0.020 0.012
H -2.95521 0.57344 -1.24127 -0.065 -0.066 -0.023
H -4.55830 3.47552 -0.56062 -0.032 -0.273 0.170
H -1.18819 -0.42684 2.82842 -0.083 0.155 -0.294
H -0.36402 -2.98280 0.85229 -0.034 -0.067 0.081
H 1.61323 -1.88770 1.85706 0.083 -0.057 0.096
```
Positions in Å, forces in eV/Å.

Properties
orbital gap	8.95	eV
relative energy (zero: lowest compared OMol25 entry of this formula, charge and spin)	0.1	kcal/mol
E_tot	-1318.707946	hartree
E_HOMO	-0.3049	Ha

Results of the natural (NBO) charge analysis, in e, for atoms 1 through 2: C -0.608; C -0.426

=====

Here is C16H18Br2N5OTc as an isolated structure from the Open Molecules 2025 dataset. Energies are from ωB97M-V/def2-TZVPD.

XYZ file:
```
43
Properties=species:S:1:pos:R:3:forces:R:3
Tc -0.29035 -0.04011 -1.75220 0.051 -0.001 0.070
C -0.52225 1.89932 -4.54777 -0.011 0.006 -0.002
C -0.89944 2.62812 -3.29762 0.015 -0.010 -0.021
C -1.36462 3.95620 -3.33505 0.006 -0.001 -0.009
C -1.73354 4.59678 -2.18526 -0.020 -0.006 0.013
C -1.63707 3.93016 -0.94631 0.012 0.006 0.003
C -1.97409 4.46773 0.32311 -0.015 0.005 -0.002
Br -2.64368 6.22445 0.45567 0.002 0.004 -0.001
C -1.81993 3.72207 1.45551 0.002 -0.005 0.004
C -1.31507 2.40605 1.39136 0.036 -0.008 -0.013
Br -1.10083 1.41777 2.97214 -0.001 0.003 0.000
C -0.97158 1.84706 0.18846 -0.021 -0.037 0.040
O -0.45788 0.61430 0.04814 -0.006 0.010 0.026
C -1.15040 2.61621 -0.97979 0.007 0.011 -0.047
N -0.80323 1.98271 -2.14529 -0.043 0.015 -0.002
H -0.55566 2.55849 -5.41140 0.008 0.003 0.000
H -1.21253 1.07136 -4.72141 -0.006 0.009 -0.005
H 0.48759 1.49146 -4.46777 -0.005 -0.011 0.007
H -1.42872 4.45769 -4.28989 -0.003 -0.002 -0.001
H -2.09907 5.61438 -2.21520 0.008 0.003 0.001
H -2.08096 4.13501 2.41943 0.001 0.000 0.001
C 1.14478 -1.94649 3.25845 -0.002 -0.007 -0.001
C 1.95143 -3.19728 2.92690 0.003 0.000 -0.005
C 1.93688 -4.19442 4.08149 0.002 0.002 0.001
C 1.41897 -3.90319 1.68049 0.007 -0.004 0.009
N 1.46116 -3.04018 0.49587 0.009 -0.017 -0.014
C 2.48909 -2.74272 -0.31540 -0.005 0.007 0.009
N 2.09033 -1.85527 -1.19198 -0.008 0.001 0.021
N 0.80805 -1.62697 -0.87434 0.017 -0.008 -0.024
N 0.41421 -2.32678 0.13245 -0.002 0.029 0.010
H 1.54326 -1.47409 4.15606 -0.001 0.000 0.001
H 0.09933 -2.20170 3.44790 0.000 0.001 0.000
H 1.16472 -1.20422 2.45924 0.001 0.003 -0.002
H 2.98996 -2.90971 2.72752 0.000 0.000 0.001
H 0.91597 -4.51328 4.30321 0.000 0.001 0.000
H 2.34324 -3.73606 4.98196 0.001 -0.001 -0.001
H 2.53052 -5.08241 3.85937 -0.001 0.000 0.000
H 0.37648 -4.19230 1.80740 -0.002 0.005 -0.002
H 2.00257 -4.79331 1.44817 -0.006 -0.005 -0.001
H 3.47132 -3.17727 -0.24790 -0.001 0.000 0.002
C -1.65594 -0.94140 -2.46798 -0.014 -0.011 -0.077
H -2.66226 -1.23349 -2.18904 0.001 0.007 0.011
H -1.26078 -1.30466 -3.43870 -0.017 0.001 0.001
```
Positions in Å, forces in eV/Å.

Properties
⟨S²⟩	0.7663
orbital gap (spin up / spin down)	7.43 / 7.15	eV
relative energy (zero: lowest compared OMol25 entry of this formula, charge and spin)	0.0	kcal/mol
charge	+1
E_tot	-6198.075083	hartree
2S+1	2
E_HOMO (spin up / spin down)	-0.4017 / -0.4058	Ha

Results of the natural (NBO) charge analysis, in e, for atoms 1 through 2: Tc 1.009; C -0.662

=====

Here is one molecule with the formula CH4N2O2 at a distorted geometry from the Open Molecules 2025 dataset. Energies are from ωB97M-V/def2-TZVPD.

XYZ file:
```
9
Properties=species:S:1:pos:R:3:forces:R:3
O -2.36822 -0.51767 -0.07593 -2.799 3.023 -0.590
N -1.09579 -0.60978 0.18177 7.058 0.694 -0.262
C -0.15546 0.33616 -0.08099 -6.076 -0.064 0.832
N 1.18758 0.29114 0.21281 -1.389 -2.660 2.037
O 1.91809 -0.80601 -0.20259 0.017 -0.603 -2.823
H -2.71644 0.45548 -0.16123 1.031 -1.845 0.075
H -0.62971 1.38562 -0.18115 1.260 -1.184 -0.349
H 1.80977 0.89537 -0.15232 1.014 4.023 -1.247
H 2.05018 -1.43030 0.45963 -0.117 -1.385 2.326
```
Positions in Å, forces in eV/Å.

Properties
orbital gap	9.41	eV
relative energy (zero: lowest compared OMol25 entry of this formula, charge and spin)	110.9	kcal/mol
E_tot	-300.310975	hartree
E_HOMO	-0.3141	Ha

Results of the natural (NBO) charge analysis, in e, for atoms 1 through 2: O -0.492; N -0.140

=====

Here is C2H7OS as an isolated structure at a distorted geometry from the Open Molecules 2025 dataset. Energies are from ωB97M-V/def2-TZVPD.

XYZ file:
```
11
Properties=species:S:1:pos:R:3:forces:R:3
C -1.17065 -1.72259 -0.17234 0.527 -1.067 -0.395
S -1.31510 0.06047 -0.13101 -1.583 0.077 0.017
H -0.55785 -2.07811 -1.00669 0.040 0.176 -0.224
H -2.13238 -2.21644 -0.31730 -0.242 0.184 0.055
H -0.71215 -2.23058 0.67989 -0.033 0.384 0.434
H 0.11352 0.87528 0.15039 2.595 -0.058 -0.021
C 2.29970 0.58508 0.21716 -1.787 0.568 0.745
O 1.14889 1.37733 0.20897 -0.942 0.912 0.135
H 2.45040 0.20694 -0.79649 0.655 -0.504 0.109
H 2.16215 -0.17905 0.99676 0.356 -0.652 -0.430
H 3.11571 1.20850 0.59179 0.412 -0.022 -0.426
```
Positions in Å, forces in eV/Å.

Properties
orbital gap	7.26	eV
relative energy (zero: lowest compared OMol25 entry of this formula, charge and spin)	29.8	kcal/mol
charge	-1
E_tot	-553.816535	hartree
E_HOMO	-0.1062	Ha

Results of the natural (NBO) charge analysis, in e, for atoms 1 through 2: C -0.740; S -0.507

=====

Here is one molecule with the formula C5H10O2 at a distorted geometry from the Open Molecules 2025 dataset. Energies are from ωB97M-V/def2-TZVPD.

XYZ file:
```
17
Properties=species:S:1:pos:R:3:forces:R:3
C -1.39487 -0.86575 -1.34380 -0.335 -0.163 0.119
O -0.06030 -0.52882 -1.62878 0.047 -0.194 0.000
C 0.56173 0.40191 -0.81358 0.114 0.020 -0.115
C -0.08231 1.53124 -0.02194 -0.042 0.020 0.075
O 1.18659 1.54622 0.74092 -0.363 0.226 0.028
C 1.33623 0.11289 0.47643 0.096 -0.227 -0.074
C 0.67500 -0.78659 1.52119 -0.021 0.053 -0.054
H -1.63049 -0.75131 -0.28104 -0.013 -0.080 -0.082
H -2.09606 -0.25355 -1.92941 0.140 -0.053 0.107
H -1.52215 -1.91258 -1.62872 -0.123 0.105 0.069
H 1.29819 0.91768 -1.43915 -0.178 -0.150 -0.096
H -0.83488 1.32418 0.73891 -0.348 -0.447 -0.420
H -0.46450 2.36218 -0.63513 0.915 0.392 0.529
H 2.37521 -0.19676 0.31596 -0.065 0.316 0.166
H 0.44393 -1.75819 1.06552 0.081 0.132 0.073
H 1.32742 -0.96808 2.38325 -0.060 0.132 -0.226
H -0.25931 -0.35851 1.89947 0.154 -0.083 -0.098
```
Positions in Å, forces in eV/Å.

Properties
orbital gap	10.61	eV
relative energy (zero: lowest compared OMol25 entry of this formula, charge and spin)	73.6	kcal/mol
E_tot	-346.908071	hartree
E_HOMO	-0.3549	Ha

Results of the natural (NBO) charge analysis, in e, for atoms 1 through 2: C -0.250; O -0.523